Density functional theory data (ωB97M-V/def2-TZVPD) for a molecular structure, C16H24CsN5O8P2S2 in a non-equilibrium geometry.

```
58
Properties=species:S:1:pos:R:3
Cs -0.198 -2.461 -1.850
O 1.896 -3.309 -4.974
P 1.062 -4.630 -4.547
O 1.053 -5.564 -5.689
O -0.169 -4.206 -3.815
O 2.077 -5.251 -3.376
P 2.348 -4.555 -1.967
O 3.838 -5.101 -1.600
O 1.360 -4.961 -0.932
O 2.543 -3.070 -2.217
H 2.306 -2.901 -4.197
H 3.799 -6.013 -1.297
C -6.178 1.117 -2.790
C -5.940 0.095 -1.682
N -5.023 0.542 -0.656
C -5.556 1.253 0.491
C -5.467 2.774 0.371
C -3.656 0.360 -0.758
S -3.007 -0.386 -2.144
N -2.969 0.901 0.239
C -1.707 0.537 0.554
O -1.186 -0.564 0.395
C -0.918 1.639 1.223
C 0.472 1.566 1.235
C 1.230 2.576 1.816
C 0.596 3.657 2.413
C -0.791 3.730 2.417
C -1.544 2.732 1.816
H -6.815 0.696 -3.573
H -5.218 1.381 -3.235
H -6.658 2.023 -2.412
H -5.520 -0.806 -2.126
H -6.883 -0.171 -1.195
H -5.006 0.938 1.378
H -6.600 0.952 0.619
H -4.424 3.068 0.253
H -5.870 3.250 1.270
H -6.031 3.139 -0.490
H 0.957 0.714 0.776
H 2.310 2.496 1.779
H 1.183 4.446 2.871
H -1.288 4.573 2.886
H -2.624 2.783 1.793
C 5.778 0.588 4.457
C 5.848 1.352 3.135
C 5.295 0.578 1.984
N 4.326 0.995 1.249
N 3.949 0.160 0.258
C 4.640 -0.943 0.213
N 4.517 -1.917 -0.701
S 5.878 -1.000 1.488
H 6.154 1.198 5.280
H 6.373 -0.326 4.417
H 4.749 0.306 4.680
H 6.882 1.644 2.927
H 5.259 2.268 3.191
H 3.612 -2.095 -1.167
H 4.956 -2.799 -0.483
```

- HOMO energy (Ha) = -0.09523
- energy above the lowest of the compared OMol25 structures with the same formula, charge and spin (kcal per mole) = 6.2
- energy (a.u.) = -2999.48887
- total charge = -2